(1)
# C132H168N8O28

A cluster of 14 separate species, C132H168N8O28 in total at a distorted geometry (ωB97M-V with the def2-TZVPD basis set, OMol25).

Atoms and positions in Å:
C -33.58861 19.01945 -4.35579
C -33.01893 18.62868 -3.16737
C -32.85996 17.30822 -2.83493
C -33.03156 16.31874 -3.84498
C -33.49768 16.76022 -5.10684
C -33.90368 18.08236 -5.30698
C -33.58852 15.82397 -6.28377
O -34.15356 16.08557 -7.31733
C -32.99023 14.49987 -6.10285
C -32.75143 13.72141 -7.21740
C -31.94227 12.62084 -7.03928
C -31.41104 12.25436 -5.80505
C -31.69025 13.07041 -4.70351
C -32.44375 14.16335 -4.84527
C -32.67580 14.95412 -3.58065
O -32.56953 14.46520 -2.53118
H -33.84730 19.98600 -4.64723
H -32.90934 19.34123 -2.33977
H -32.43423 17.02825 -1.88355
H -34.36885 18.30404 -6.21487
H -33.08087 14.16609 -8.15029
H -31.73791 11.91619 -7.84355
H -30.82546 11.30433 -5.71121
H -31.22633 12.87892 -3.69008
C -38.18825 14.52004 -12.17862
C -39.57170 14.49171 -11.76558
C -40.36071 13.37335 -12.07939
C -39.76002 12.42482 -12.89392
C -38.41748 12.41578 -13.24830
C -37.55555 13.42508 -12.80732
C -37.81153 11.33533 -14.05377
O -36.62915 11.04970 -14.03987
C -38.75619 10.34857 -14.71342
C -38.30234 9.35242 -15.61503
C -39.13585 8.41535 -16.16980
C -40.46776 8.44767 -15.77170
C -40.92122 9.44497 -14.87152
C -40.07818 10.41277 -14.38830
C -40.63796 11.37700 -13.40756
O -41.77622 11.19615 -12.97339
H -37.67191 15.46825 -11.90046
H -39.92407 15.40161 -11.36133
H -41.37735 13.24125 -11.78757
H -36.49565 13.36509 -13.02750
H -37.22986 9.39413 -15.86331
H -38.83132 7.64067 -16.90190
H -41.19191 7.63397 -15.95525
H -41.90504 9.29691 -14.50373
C -37.20264 13.77463 -18.83668
C -38.10675 13.87584 -17.76775
C -38.36853 15.18826 -17.26285
C -37.67906 16.35075 -17.76590
C -36.76081 16.18059 -18.78100
C -36.55445 14.88995 -19.24429
C -36.06555 17.34001 -19.35464
O -35.28800 17.18669 -20.29693
C -36.29493 18.69920 -18.72168
C -35.48563 19.77808 -19.13439
C -35.74548 20.99876 -18.49914
C -36.60266 21.09223 -17.41336
C -37.21967 19.95210 -16.93148
C -36.99901 18.76894 -17.55267
C -37.78538 17.59733 -17.02250
O -38.34128 17.68921 -15.96407
H -36.90784 12.79655 -19.18249
H -38.68836 13.04203 -17.37327
H -39.06706 15.35009 -16.46859
H -35.80651 14.79532 -20.04108
H -34.77862 19.78484 -19.93572
H -35.13471 21.84557 -18.80042
H -36.56653 22.01554 -16.87894
H -37.84793 20.09160 -16.05722
C -23.25255 17.16960 -10.34022
C -23.95824 17.17366 -9.11591
C -25.27711 17.60680 -9.10464
C -25.87945 17.94843 -10.29348
C -25.19110 17.78532 -11.49264
C -23.86517 17.44624 -11.50839
C -25.86653 18.00345 -12.74343
O -25.24233 17.87195 -13.81472
C -27.26932 18.40858 -12.80852
C -27.82111 18.75458 -14.02939
C -29.13344 19.18135 -14.03799
C -29.87458 19.30772 -12.87901
C -29.31045 19.04098 -11.63204
C -27.99047 18.62912 -11.58602
C -27.37816 18.28176 -10.28567
O -28.05577 18.18270 -9.29145
H -22.18631 16.94093 -10.34851
H -23.47251 16.87079 -8.21986
H -25.81088 17.70837 -8.17897
H -23.26394 17.46728 -12.39937
H -27.11327 18.74094 -14.94277
H -29.58702 19.51427 -14.98156
H -30.94320 19.59814 -12.99826
H -29.84653 19.27350 -10.76144
C -33.66949 22.66400 -7.99734
C -34.33015 23.78045 -8.44075
C -34.02261 24.36790 -9.68183
C -32.99252 23.93077 -10.48146
C -32.22952 22.87748 -9.96609
C -32.64105 22.24344 -8.79536
C -31.10009 22.46944 -10.82519
O -30.38673 21.51594 -10.40734
C -30.79186 23.18277 -12.11614
C -29.67450 22.70241 -12.80898
C -29.41385 23.29034 -14.05773
C -30.33864 24.25373 -14.52086
C -31.45193 24.64463 -13.81941
C -31.69519 24.15296 -12.59150
C -32.76477 24.68043 -11.69872
O -33.36817 25.71037 -11.92020
H -33.91843 22.10319 -7.13868
H -35.17446 24.20517 -7.92954
H -34.53065 25.26572 -10.06277
H -31.96536 21.48989 -8.40400
H -28.99821 21.99462 -12.29849
H -28.49933 23.15347 -14.64901
H -30.08945 24.70599 -15.47251
H -32.05035 25.47617 -14.17158
C -38.99017 17.06378 -5.24364
C -38.20872 18.02653 -4.59954
C -37.45388 18.95255 -5.37914
C -37.43035 18.86368 -6.78652
C -38.19589 17.83979 -7.36818
C -39.02072 17.02501 -6.61297
C -38.08395 17.62336 -8.83216
O -38.61704 16.74285 -9.46041
C -37.28942 18.62206 -9.63309
C -37.28122 18.51398 -11.01598
C -36.66789 19.48167 -11.84900
C -36.06628 20.58561 -11.23751
C -36.00125 20.66788 -9.86423
C -36.61699 19.66981 -9.06741
C -36.45519 19.74494 -7.57000
O -35.66325 20.41037 -6.96209
H -39.62089 16.38697 -4.70103
H -38.13092 18.00931 -3.52492
H -36.79665 19.61626 -4.84975
H -39.63266 16.23323 -7.10501
H -37.77882 17.67670 -11.47866
H -36.55600 19.27267 -12.91616
H -35.50669 21.43809 -11.72616
H -35.42539 21.38384 -9.37663
C -34.16362 21.18475 -14.30072
O -33.50536 21.18050 -15.55574
C -32.11306 21.19972 -15.53915
C -31.54474 20.89416 -16.92169
N -31.95894 19.52335 -17.24303
C -31.40433 19.06638 -18.54101
C -30.00479 18.60313 -18.34005
O -29.11772 19.72665 -18.19806
C -28.00907 19.48636 -17.37612
H -34.00183 22.05356 -13.63700
H -33.89044 20.24190 -13.80617
H -35.21998 21.20417 -14.58605
H -31.72929 20.28706 -14.96890
H -31.78472 22.16913 -15.16100
H -30.45377 20.98156 -16.90655
H -31.80351 21.66964 -17.68896
H -32.97328 19.54265 -17.33323
H -31.50344 19.85464 -19.22161
H -31.99899 18.24265 -18.91450
H -29.65763 18.01096 -19.21718
H -29.96326 17.92893 -17.47044
H -27.21148 18.88902 -17.91147
H -28.29760 19.00126 -16.43865
H -27.62082 20.49501 -17.13575
C -33.83783 9.48340 -7.30952
O -34.57218 10.38850 -6.58062
C -35.81144 10.62791 -7.12385
C -36.70468 11.46124 -6.19123
N -36.25076 12.87936 -6.17738
C -37.06900 13.76812 -5.35301
C -37.10223 13.49978 -3.80180
O -35.78425 13.66273 -3.36950
C -35.54243 13.23186 -2.05938
H -32.90930 9.35968 -6.80341
H -33.70422 9.81574 -8.33741
H -34.33214 8.47799 -7.40272
H -36.32816 9.68791 -7.26695
H -35.66612 11.12754 -8.13628
H -36.74321 10.99874 -5.24369
H -37.72598 11.40172 -6.59988
H -35.31042 12.86593 -5.83235
H -38.08227 13.75763 -5.73953
H -36.57942 14.77052 -5.41028
H -37.36032 12.45021 -3.50397
H -37.76645 14.22480 -3.23325
H -34.45263 13.28274 -1.88038
H -35.84379 12.18348 -1.94596
H -36.20693 13.76723 -1.33156
C -25.77834 7.43387 -7.63814
O -26.84165 8.28438 -8.05123
C -26.49287 9.15233 -9.14777
C -27.67254 9.38663 -10.03492
N -28.21977 8.13172 -10.45045
C -29.60782 8.10721 -10.92881
C -29.76626 8.98092 -12.17044
O -30.91412 8.60135 -12.86545
C -31.04976 9.19997 -14.16795
H -26.32544 6.68370 -6.99708
H -24.94022 7.99517 -7.11584
H -25.38200 6.92751 -8.50062
H -25.68337 8.70398 -9.76979
H -26.10790 10.05459 -8.77487
H -27.14697 9.90558 -10.80982
H -28.36666 10.00481 -9.49033
H -28.20373 7.48905 -9.68778
H -30.45290 8.47310 -10.22604
H -29.80501 7.08933 -11.20022
H -28.94358 8.73065 -12.86305
H -29.78401 10.07252 -12.00907
H -30.28321 8.86897 -14.88611
H -31.08931 10.30287 -14.11093
H -32.04984 8.80240 -14.42435
C -27.18169 15.26311 -14.81664
O -27.86656 15.43029 -13.54236
C -28.49761 14.14121 -13.20978
C -29.37601 14.35819 -12.00339
N -30.10127 13.12670 -11.69703
C -31.01607 13.29120 -10.57887
C -31.83619 12.07320 -10.37123
O -32.48466 11.80020 -11.63419
C -33.54707 10.92447 -11.43093
H -26.47929 14.40915 -14.74276
H -26.55198 16.13824 -14.98105
H -27.92148 15.27423 -15.62226
H -27.67936 13.35637 -13.09719
H -29.11264 13.83637 -14.02413
H -29.98199 15.34133 -12.10237
H -28.67462 14.45009 -11.11206
H -30.50546 12.71363 -12.53527
H -31.62782 14.13676 -10.78347
H -30.47055 13.54771 -9.66943
H -32.61315 12.31407 -9.61249
H -31.26744 11.18800 -10.09640
H -34.28096 11.40196 -10.80829
H -33.19114 9.95302 -10.99883
H -34.07745 10.67094 -12.41369
C -33.97566 13.59486 -16.87534
O -33.65434 13.84221 -18.24867
C -33.10102 15.04411 -18.59371
C -32.67087 15.05643 -20.05643
N -31.62933 14.05567 -20.21700
C -30.70230 14.36496 -21.24673
C -31.22696 14.24199 -22.65700
O -31.48312 12.89962 -23.00290
C -32.06381 12.83648 -24.29235
H -34.59045 12.69770 -17.02957
H -34.63623 14.36188 -16.44934
H -33.09902 13.41245 -16.31396
H -32.16597 15.22469 -18.01606
H -33.78581 15.84577 -18.31613
H -32.27437 16.04044 -20.20946
H -33.60401 14.90199 -20.69123
H -32.03424 13.12520 -20.35379
H -29.76100 13.77658 -21.15267
H -30.34591 15.38853 -21.06081
H -30.46106 14.65864 -23.30919
H -32.09584 14.88964 -22.79033
H -33.11210 13.22945 -24.25698
H -32.11431 11.78847 -24.70225
H -31.40685 13.40794 -24.95357
C -37.53465 8.43017 -10.02068
O -38.08157 9.62903 -9.59959
C -39.39954 9.93421 -10.02284
C -39.80596 11.28307 -9.53290
N -39.96641 11.25093 -8.07696
C -40.11040 12.55196 -7.44428
C -40.49211 12.40753 -6.02577
O -40.62978 13.66374 -5.39943
C -40.96657 13.47014 -4.00477
H -37.75371 8.29749 -11.08396
H -37.87910 7.66317 -9.41326
H -36.44879 8.49965 -9.93873
H -40.06202 9.19048 -9.60900
H -39.42316 9.85262 -11.14783
H -40.79373 11.58004 -10.00057
H -39.06318 11.99036 -10.01422
H -39.16907 10.73824 -7.68067
H -40.98523 13.07633 -7.82017
H -39.26332 13.26597 -7.53547
H -39.67532 11.85780 -5.52031
H -41.40101 11.87662 -5.99497
H -40.07756 13.10243 -3.50358
H -41.79607 12.75931 -3.90359
H -41.16891 14.47196 -3.52978
C -36.08895 13.52975 -9.78642
O -35.27081 13.99002 -10.87517
C -34.59986 15.26187 -10.56733
C -33.92125 15.66238 -11.88108
N -34.94742 16.41925 -12.69399
C -34.68550 16.18987 -14.15895
C -33.75575 17.17702 -14.75287
O -32.43376 17.24236 -14.22478
C -31.66757 16.20245 -14.90714
H -36.98018 14.14482 -9.72691
H -35.55556 13.51739 -8.83399
H -36.37429 12.52372 -10.08068
H -33.87913 15.14710 -9.74314
H -35.31272 15.97131 -10.20683
H -33.56364 14.73156 -12.39017
H -33.04498 16.32922 -11.70957
H -35.83437 15.94646 -12.54184
H -35.60789 16.29429 -14.75310
H -34.35671 15.18538 -14.31703
H -34.22137 18.17182 -14.70479
H -33.79043 17.03790 -15.84271
H -30.88431 15.92096 -14.24392
H -31.19225 16.52825 -15.83088
H -32.33413 15.36627 -15.14794
C -26.58476 13.44422 -8.13216
O -27.66287 13.80310 -7.25845
C -28.41143 14.94902 -7.69444
C -29.47906 15.25265 -6.71407
N -30.06412 16.52699 -7.08449
C -30.79876 16.53054 -8.32166
C -31.50713 17.81324 -8.64769
O -32.02902 17.72272 -9.96656
C -32.72192 18.93689 -10.29289
H -26.88503 13.44752 -9.20488
H -26.39335 12.37832 -7.85237
H -25.68808 14.07124 -8.02594
H -28.80119 14.78542 -8.73425
H -27.73365 15.81438 -7.90003
H -29.04119 15.31490 -5.70641
H -30.13490 14.41696 -6.62376
H -29.43006 17.30174 -6.99424
H -31.57581 15.77964 -8.23080
H -30.15824 16.30554 -9.17673
H -30.78161 18.61187 -8.57543
H -32.25296 18.00686 -7.88770
H -33.56884 19.05439 -9.62635
H -33.14820 18.82504 -11.32369
H -32.05672 19.81779 -10.24054

Summary:
* energy relative to the best compared isomer or geometry (same formula, charge and spin): 0.00 kJ/mol

(2)
# C19H15BrClN2O3V

A structure of composition C19H15BrClN2O3V at a distorted geometry (ωB97M-V with the def2-TZVPD basis set, OMol25).

Atoms and positions in Å:
V 0.32682 -1.03085 0.15674
Br 4.80472 3.12962 -3.94873
C 3.83746 1.86385 -2.93856
C 4.43718 0.66207 -2.53588
C 3.74409 -0.24900 -1.77072
C 2.41847 0.02153 -1.37659
O 1.71282 -0.72869 -0.61058
C 1.80114 1.24997 -1.79413
C 0.49059 1.55819 -1.30755
N -0.18437 0.83242 -0.47533
C -1.41109 1.27482 0.01972
C -1.92418 2.56230 0.01217
C -3.18905 2.82033 0.55641
C -3.95012 1.81750 1.10265
C -3.46927 0.48827 1.12038
C -4.19144 -0.61651 1.61901
C -3.64232 -1.87292 1.51604
C -2.35501 -2.03062 0.99024
N -1.62375 -1.01085 0.56124
C -2.18105 0.22739 0.58594
C 2.51975 2.14699 -2.58117
H 5.45716 0.46282 -2.82744
H 4.20258 -1.18535 -1.47901
H 0.06362 2.49808 -1.65802
H -1.37202 3.39086 -0.40196
H -3.56329 3.83199 0.54147
H -4.93574 2.02454 1.49184
H -5.15599 -0.46411 2.08004
H -4.18903 -2.73923 1.85241
H -1.91664 -3.02082 0.93488
H 2.07680 3.08144 -2.89204
C -0.10575 -2.52136 -1.29218
H 0.64564 -2.49839 -2.08240
H -1.09103 -2.33952 -1.72485
H -0.08441 -3.50511 -0.82330
Cl 1.51519 0.47277 2.28019
C 2.07736 -1.00544 3.06070
C 1.31984 -2.24709 2.53064
O 1.35427 -3.30441 3.07465
O 0.66639 -1.99334 1.42450
H 1.91440 -0.92380 4.13753
H 3.14928 -1.13031 2.87106

Summary:
* charge: +2
* energy relative to the best compared isomer or geometry (same formula, charge and spin): 75.12 kJ/mol

(3)
# C6H9N

The molecule C6H9N (ωB97M-V with the def2-TZVPD basis set, OMol25).

Atoms and positions in Å:
C 2.55090 -0.39443 -0.02762
C 1.11125 -0.06400 0.14256
C 0.00443 -0.83564 -0.09473
C -1.14429 -0.00148 0.00686
C -2.55887 -0.41076 -0.26164
C -0.69130 1.25201 0.32976
N 0.67886 1.20582 0.40583
H 3.20588 0.36614 0.40193
H 2.79618 -1.35060 0.43903
H 2.79137 -0.47240 -1.09003
H 0.02203 -1.88551 -0.35609
H -3.25245 0.41681 -0.08619
H -2.86631 -1.25118 0.37048
H -2.68752 -0.72687 -1.30435
H -1.23922 2.16310 0.51796
H 1.27906 1.98900 0.60624

Summary:
* structure (SMILES): Cc1c[nH]c(C)c1
* energy relative to the best compared isomer or geometry (same formula, charge and spin): 9.28 kJ/mol

(4)
# C22H43Cl3FI2NO3Si2

A structure of composition C22H43Cl3FI2NO3Si2 (ωB97M-V with the def2-TZVPD basis set, OMol25).

Atoms and positions in Å:
C 3.67576 -4.18344 2.31457
C 3.74756 -2.66835 2.16134
C 4.07974 -2.25060 0.73514
N 4.03574 -0.78347 0.55863
Si 3.49942 -0.21702 -0.97023
O 2.01188 -0.86597 -1.24427
Si 0.46368 -0.29407 -1.27743
C 0.11074 0.87074 -2.68965
C -1.39944 1.17136 -2.80838
O -1.67119 2.52731 -3.12943
C -0.05621 0.47869 0.33266
C 0.36643 -0.27355 1.61152
C -0.85188 -0.72938 2.37955
F -0.50036 -1.16455 3.64708
C -0.59343 -1.85817 -1.61287
C 0.22189 -3.09632 -1.49783
O 0.78766 -3.68118 -2.35439
Cl 0.33640 -3.67267 0.19998
C 4.64510 -0.89526 -2.29661
Cl 6.30553 -0.92031 -1.75850
C 4.33892 -1.31547 -3.52357
C 2.96268 -1.30731 -4.13195
Cl 5.57279 -1.88324 -4.59587
C 3.47766 1.70530 -0.98635
I 3.28578 2.37082 1.06302
C 4.69417 2.35601 -1.66441
C 4.97652 3.81043 -1.31206
I 4.31480 2.25598 -3.78611
H 3.33308 -4.47376 3.30892
H 4.65913 -4.63608 2.15772
H 2.98745 -4.62326 1.58817
H 2.80011 -2.21259 2.45545
H 4.52196 -2.27140 2.82704
H 5.07427 -2.62845 0.46620
H 3.37181 -2.72354 0.04566
H 4.93864 -0.39123 0.80634
H 0.46657 0.41219 -3.61779
H 0.63738 1.82235 -2.58029
H -1.95112 0.89753 -1.89829
H -1.82900 0.58072 -3.61842
H -1.67635 3.05500 -2.32509
H -1.15455 0.53502 0.27134
H 0.28351 1.51781 0.37028
H 0.98677 -1.13942 1.37152
H 0.97103 0.37082 2.25432
H -1.56530 0.09390 2.47720
H -1.34525 -1.56435 1.86994
H -1.41480 -1.87408 -0.89555
H -0.98783 -1.82914 -2.63257
H 2.27624 -1.90063 -3.53197
H 2.58962 -0.28063 -4.19973
H 2.98987 -1.71967 -5.13705
H 2.58205 2.10302 -1.46155
H 5.58530 1.75310 -1.49029
H 5.55633 3.86119 -0.38825
H 5.55245 4.29969 -2.09598
H 4.04728 4.36738 -1.17725
C -5.28971 -0.19582 0.13697
C -4.63092 0.67932 1.19830
C -5.11954 0.40019 2.61825
C -6.61306 0.64864 2.83938
C -7.08330 2.06257 2.50082
C -6.40875 3.14600 3.33545
H -6.36662 -0.02896 0.08889
H -4.88529 0.01170 -0.85534
H -5.12736 -1.25488 0.35103
H -4.78336 1.73313 0.94838
H -3.54864 0.51645 1.17003
H -4.53928 1.00628 3.31922
H -4.89854 -0.64201 2.87021
H -6.84549 0.43924 3.88813
H -7.19458 -0.06940 2.25502
H -8.16452 2.11314 2.65151
H -6.91957 2.26551 1.43846
H -6.57863 2.97751 4.40117
H -6.79789 4.13430 3.08823
H -5.32996 3.16933 3.17221

Number 1: calculated total energy -7675.04008 Ha. Number 2: calculated total energy -5045.90736 Ha. Number 3: calculated total energy -288.77851 Ha. Number 4: calculated total energy -3799.54288 Ha.